C5H7N4O3 as an isolated structure at a distorted geometry. Source: OMol25; level of theory: the ωB97M-V functional and the def2-TZVPD basis.

Calculated values
- gap between HOMO and LUMO (spin up / spin down) (eV) = 8.3 / 8.3
- net charge = +1
- ΔE to the lowest compared entry with this formula, charge and spin (kJ/mol) = 135.4
- maximum force (eV/Å) = 3.0
- LUMO (spin up / spin down) (eV) = -3.8 / -3.8

```
19
C5H7N4O3 | OMol25 | the ωB97M-V functional and the def2-TZVPD basis
C 0.785 0.505 -1.945
C -0.685 2.221 0.304
C -0.393 -1.821 1.369
C 1.287 1.643 -1.021
C -0.248 -0.382 0.060
N 0.211 2.509 -0.539
N 0.077 -0.458 -1.297
N -1.279 -1.306 0.528
N -0.470 -2.687 2.359
O 1.035 0.479 -3.116
O -1.564 2.283 1.042
O 0.663 -1.142 0.978
H 1.808 1.196 -0.172
H 1.978 2.252 -1.606
H 0.177 3.435 -0.973
H -0.135 -1.287 -1.849
H -2.276 -1.364 0.421
H -1.338 -3.134 2.601
H 0.368 -2.941 2.857
```

Löwdin atomic charge list, values in e, 4 entries: -0.4574 -0.1693 -0.4292 -0.0311

A 2-piece molecular cluster, C3H8O2P overall at a distorted geometry. Source: OMol25; level of theory: the ωB97M-V functional and the def2-TZVPD basis.

Calculated values
- gap between HOMO and LUMO (eV) = 8.2
- net charge = -1
- ΔE to the lowest compared entry with this formula, charge and spin (kJ/mol) = 236.4
- maximum force (eV/Å) = 5.3
- LUMO (eV) = 3.7

```
14
C3H8O2P | OMol25 | the ωB97M-V functional and the def2-TZVPD basis
C 1.108 0.177 -1.269
C 0.019 2.358 -1.668
C 0.258 1.317 -0.906
O -0.390 -2.439 0.944
O -0.197 -1.123 3.117
P -0.944 -2.099 2.289
H 1.966 0.094 -0.440
H 0.419 -0.692 -1.083
H 1.583 0.272 -2.180
H -1.343 -3.222 2.905
H -0.450 3.227 -1.474
H 0.426 2.328 -2.634
H -0.195 1.574 0.052
H -2.262 -1.773 2.346
```

Löwdin atomic charge list, values in e, 4 entries: -0.1061 -0.0411 -0.2598 -0.5083

A 8-piece molecular cluster, H14IO7 overall at a distorted geometry. Source: OMol25; level of theory: the ωB97M-V functional and the def2-TZVPD basis.

Calculated values
- gap between HOMO and LUMO (eV) = 8.7
- net charge = -1
- ΔE to the lowest compared entry with this formula, charge and spin (kJ/mol) = 217.5
- maximum force (eV/Å) = 6.2
- LUMO (eV) = 2.8

```
22
H14IO7 | OMol25 | the ωB97M-V functional and the def2-TZVPD basis
I -0.248 -0.205 0.514
O 2.252 -0.876 3.045
H 2.751 -1.684 2.773
H 1.262 -1.089 2.467
O 3.111 -0.300 -1.386
H 2.426 -0.224 -0.808
H 3.820 -0.860 -1.005
O 0.373 1.928 -2.650
H 0.586 1.375 -1.859
H -0.412 1.341 -3.069
O -0.249 3.678 0.035
H 0.183 2.673 0.147
H -0.981 3.547 -0.492
O -3.624 -0.499 -0.800
H -2.667 -0.138 -0.668
H -3.470 -1.471 -0.935
O -2.642 1.588 2.057
H -1.933 1.249 1.662
H -3.211 0.815 1.857
O 0.963 -3.752 0.068
H 0.762 -2.799 -0.179
H 0.948 -4.297 -0.774
```

Löwdin atomic charge list, values in e, 4 entries: 0.3194 -0.2488 0.0029 0.0021